42
Properties=species:S:1:pos:R:3:forces:R:3:lowdin_charge:R:1 method="wB97M-V/def2-TZVPD" lumo_ev=-2.877 charge=+1 orbital_gap_ha=0.313
C 0.87461 -2.48287 1.49146 -0.28 0.03 -0.08 -0.07
O 0.97840 -1.10700 1.19051 0.03 -0.31 -0.12 -0.16
C -0.17161 -0.36960 1.35779 0.18 0.27 0.19 -0.20
N -1.22838 -0.70558 0.40680 0.04 0.12 -0.06 0.16
C -2.27946 -1.46441 0.64321 0.15 -0.02 0.00 -0.34
N -3.23038 -1.76635 -0.26692 -0.06 0.09 -0.25 0.18
C -4.08831 -2.53085 0.35894 -0.05 -0.03 -0.02 -0.09
N -3.74670 -2.74416 1.62772 0.16 0.09 0.07 0.10
N -2.57421 -2.05824 1.81885 0.00 0.00 0.04 0.16
H 0.32530 -3.02533 0.71664 -0.01 -0.01 -0.06 0.09
H 0.36645 -2.63474 2.45157 0.11 -0.01 0.12 0.09
H 1.88144 -2.88032 1.54544 0.06 -0.02 0.05 0.10
H -0.56578 -0.45407 2.37853 -0.05 -0.09 0.03 0.14
H 0.11356 0.66608 1.20230 0.00 0.06 0.02 0.14
H -1.12981 -0.33540 -0.53136 0.00 -0.06 -0.21 0.14
H -4.97824 -2.95127 -0.07975 -0.05 -0.05 0.03 0.15
H -4.17708 -3.28555 2.35962 -0.03 -0.01 0.00 0.18
H -2.08484 -2.04506 2.69842 -0.04 -0.05 0.03 0.17
C 3.82333 0.42854 1.09479 -0.07 0.04 0.03 0.00
C 3.35887 1.44259 2.11438 -0.05 -0.01 -0.04 -0.54
O 2.20394 1.43963 2.52943 -0.02 0.04 -0.02 0.01
N 4.24850 2.36388 2.54815 0.00 -0.01 0.03 0.01
C 5.63857 2.51788 2.16372 -0.08 0.04 0.07 -0.07
H 2.97274 -0.21005 0.88941 0.06 -0.04 -0.06 0.05
H 4.13414 0.91734 0.17077 0.07 -0.01 0.02 0.09
H 4.65008 -0.17564 1.47016 0.04 0.06 -0.01 0.09
H 3.86746 3.00999 3.22195 0.01 0.01 0.00 0.14
H 6.29206 2.41392 3.03051 0.02 -0.02 -0.02 0.09
H 5.80837 3.49852 1.71809 0.02 -0.01 -0.03 0.09
H 5.91136 1.76045 1.43672 0.01 -0.01 -0.01 0.07
C -1.61678 -0.01436 -4.51448 0.11 -0.02 0.00 -0.01
C -1.25787 0.78633 -3.28676 -0.12 0.10 -0.08 -0.56
O -0.18623 0.64925 -2.71111 -0.11 -0.18 0.32 0.02
N -2.17648 1.67732 -2.83110 -0.06 -0.10 0.05 0.01
C -3.49110 1.96922 -3.37382 0.10 0.07 0.06 -0.07
H -0.77717 -0.65873 -4.75461 0.01 0.00 0.02 0.09
H -2.49972 -0.62874 -4.33485 -0.02 0.02 -0.03 0.09
H -1.81585 0.63998 -5.36317 -0.04 -0.01 0.00 0.09
H -1.86390 2.21177 -2.03530 0.02 0.06 -0.04 0.14
H -3.55523 3.01097 -3.68873 -0.02 -0.01 -0.03 0.09
H -4.26637 1.78469 -2.62906 -0.01 -0.02 -0.02 0.08
H -3.68772 1.33999 -4.23485 -0.01 0.00 -0.01 0.07

43
Properties=species:S:1:pos:R:3:forces:R:3:lowdin_charge:R:1 method="wB97M-V/def2-TZVPD" lumo_ev=-5.842 charge=+2 orbital_gap_ha=0.341
Y 0.00785 0.14400 0.79015 0.35 -0.40 -0.16 1.21
F -1.26680 2.30662 1.40734 0.12 -0.18 -0.04 -0.14
C 0.17035 2.26433 1.50167 0.26 0.40 -0.01 -0.35
F 0.36690 1.74682 2.80467 -0.11 -0.05 0.03 -0.12
H 0.54895 3.27624 1.46444 -0.15 0.20 0.17 0.10
C 2.73428 -2.07228 2.39034 0.05 -0.13 0.04 -0.35
S 2.66627 -0.42929 1.64948 -0.24 0.07 -0.01 0.76
C 3.73573 -0.61285 0.21316 0.14 -0.07 -0.13 -0.36
H 2.38583 -2.84454 1.70882 0.01 0.01 -0.02 0.05
H 2.11432 -2.05918 3.28453 -0.01 0.04 -0.01 0.05
H 3.76181 -2.27108 2.68670 0.01 0.00 -0.01 0.06
H 4.74460 -0.82226 0.56306 0.00 0.02 -0.01 0.06
H 3.74175 0.33863 -0.31701 0.00 -0.01 0.03 0.05
H 3.40741 -1.41042 -0.45103 -0.04 0.00 0.04 0.05
C -2.54798 0.70963 4.11322 0.05 0.04 0.18 -0.17
As -2.90164 -0.43639 2.65564 0.53 -0.23 -0.23 1.05
C -3.80821 -1.96814 3.27291 -0.04 -0.26 0.03 -0.18
C -3.94022 0.44523 1.34609 -0.23 0.05 -0.10 -0.18
O -1.42054 -0.92805 1.91265 -0.56 0.50 0.16 -0.64
H -3.49550 0.91887 4.60886 0.02 0.07 0.04 0.07
H -2.08923 1.62577 3.75538 0.02 0.06 0.05 0.04
H -1.88420 0.18691 4.79791 0.04 0.06 0.08 0.06
H -4.75420 -1.65457 3.71163 -0.03 -0.04 0.03 0.06
H -3.19101 -2.45403 4.02423 -0.03 -0.08 0.04 0.06
H -3.98805 -2.64103 2.43876 -0.03 -0.07 0.00 0.06
H -4.92822 0.63141 1.76633 -0.04 0.02 -0.06 0.07
H -4.02798 -0.21174 0.48398 -0.05 0.04 -0.09 0.06
H -3.47874 1.39113 1.07767 0.01 0.03 -0.05 0.04
C 1.23273 2.48291 -3.83132 0.04 -0.29 -0.02 -0.01
N 1.13864 1.02421 -3.82672 0.03 0.24 -0.04 -0.13
C 1.89675 0.20988 -4.79690 -0.19 0.10 0.07 -0.07
C 1.35127 -1.20733 -4.55601 -0.06 0.09 0.15 -0.09
N 0.62563 -1.03100 -3.28441 0.11 -0.08 0.10 0.03
C 0.45457 0.26657 -2.99690 0.03 0.02 0.00 -0.76
S -0.57950 0.85494 -1.74626 -0.04 -0.08 -0.11 0.63
H 2.28322 2.76959 -3.83604 0.01 0.02 -0.01 0.10
H 0.74813 2.88198 -2.94701 -0.03 0.00 0.02 0.06
H 0.74735 2.87317 -4.72401 0.00 0.03 -0.01 0.11
H 2.96160 0.30665 -4.58639 0.03 -0.06 0.02 0.13
H 1.71006 0.56800 -5.80636 0.00 0.01 -0.03 0.14
H 2.13991 -1.94555 -4.45340 0.02 -0.04 -0.01 0.12
H 0.66241 -1.52273 -5.33676 -0.01 0.00 -0.05 0.13
H -0.03632 -1.70104 -2.93307 -0.02 -0.08 -0.08 0.14

42
Properties=species:S:1:pos:R:3:forces:R:3:lowdin_charge:R:1 method="wB97M-V/def2-TZVPD" lumo_ev="-7.174 / -8.089" multiplicity=2 charge=+2 orbital_gap_ha="0.236 / 0.202" s2=0.752
I 0.01666 -0.76943 -6.38484 0.00 0.36 0.02 -0.01
I 0.01666 1.89747 -6.67974 0.00 -0.36 0.09 0.02
Yb 0.00296 1.02047 -0.12414 -0.01 -0.83 -0.29 0.97
P -2.31064 1.04167 0.01276 -7.89 0.14 0.44 0.61
C -3.25834 0.86087 -1.54494 0.21 -0.03 -0.10 -0.23
C -2.99574 -0.27713 1.08356 0.32 -0.14 0.06 -0.23
H -4.08194 -0.17853 1.18686 0.21 0.10 -0.10 0.07
H -4.07774 2.50427 0.87436 0.21 -0.05 -0.09 0.07
H -2.51684 -0.20053 2.06306 -0.15 -0.04 -0.05 0.03
H -2.51144 2.72507 1.72026 -0.17 0.05 -0.07 0.03
H -2.99374 -0.08673 -2.02214 -0.13 0.05 -0.01 0.04
H -2.75484 -1.25243 0.65216 -0.11 0.09 0.04 0.04
C -2.99164 2.57407 0.74996 0.33 0.08 0.03 -0.24
H -4.33634 0.88397 -1.35444 0.19 0.00 0.00 0.07
H -2.74944 3.42257 0.10446 -0.13 0.02 0.09 0.06
H -2.99224 1.67277 -2.22724 -0.14 -0.05 -0.01 0.05
P 2.31566 1.02947 0.02946 7.89 0.10 0.42 0.61
C 3.27386 0.84667 -1.52144 -0.20 -0.04 -0.09 -0.24
C 2.99896 2.55697 0.77476 -0.34 0.07 0.04 -0.24
H 2.50146 -0.21653 2.07956 0.21 -0.02 -0.08 0.03
H 4.07216 -0.20263 1.21326 -0.21 0.10 -0.10 0.08
H 2.74216 -1.26803 0.66896 0.11 0.09 0.04 0.05
C 2.98616 -0.29473 1.10296 -0.31 -0.12 0.06 -0.23
H 2.51056 2.70987 1.74056 0.17 0.05 -0.06 0.03
H 4.08336 2.48057 0.90926 -0.20 -0.06 -0.10 0.07
H 4.35056 0.86657 -1.32324 -0.19 0.01 -0.01 0.07
H 3.01496 1.65967 -2.20524 0.14 -0.05 0.00 0.05
H 2.76796 3.40757 0.12796 0.13 0.01 0.08 0.06
H 3.00996 -0.09993 -2.00094 0.12 0.05 -0.01 0.05
Cl -0.00444 1.30017 2.24526 -0.04 0.47 0.11 0.13
C 0.36026 -2.07433 2.45816 0.14 -0.54 0.26 -0.02
C 0.07636 -2.25273 0.99676 0.29 1.22 1.36 -0.35
N -0.05344 -1.28933 0.03486 0.46 -0.72 2.09 -0.08
C -0.31214 -1.97853 -1.09324 -0.36 -1.87 -1.29 -0.16
C -0.33574 -3.32563 -0.81544 -0.55 0.17 -2.71 -0.06
N -0.09214 -3.48613 0.49176 0.17 0.11 0.91 0.15
H -0.47684 -2.49413 3.05216 0.49 0.17 -0.25 0.11
H 1.29056 -2.62253 2.71746 -0.58 0.18 -0.06 0.11
H 0.50256 -1.04263 2.76486 -0.14 -0.11 -0.23 -0.01
H -0.47944 -1.52413 -2.06034 0.04 -0.01 0.00 0.11
H -0.52124 -4.13093 -1.51104 0.06 -0.04 0.23 0.14
H -0.04734 -4.39313 1.01276 -0.04 1.38 -0.65 0.22

44
Properties=species:S:1:pos:R:3:forces:R:3:lowdin_charge:R:1 method="wB97M-V/def2-TZVPD" lumo_ev="-8.080 / -8.223" multiplicity=2 charge=+2 orbital_gap_ha="0.207 / 0.194" s2=0.756
I 0.75928 -2.83106 -1.00085 2.60 -1.19 2.02 0.41
I -1.61871 -2.09148 0.79376 0.57 0.98 1.15 0.74
Yb 1.62967 1.80341 0.88644 -0.30 0.19 -1.91 1.00
P 0.25138 0.53276 -1.92476 -0.93 0.69 0.11 0.68
C 0.07231 0.29763 -3.74512 0.15 0.19 -0.13 -0.29
C -1.32425 1.44799 -1.69258 -0.17 -0.19 0.09 -0.31
H 1.17338 2.74838 -1.18914 -0.10 0.01 -0.35 -0.05
H 1.30830 2.46317 -2.91624 0.18 0.20 0.35 0.06
H 2.45630 1.60531 -1.87225 -0.59 0.41 -0.02 0.05
C 1.39727 1.97153 -1.93857 1.09 0.01 -0.49 -0.37
H -1.24417 2.09990 -0.82116 -0.23 -0.11 -0.13 -0.06
H -1.54544 2.04975 -2.58149 -0.08 -0.07 0.21 0.06
H -0.00676 1.29319 -4.23770 0.05 -0.63 0.36 0.07
H -0.83639 -0.27886 -3.96857 0.37 0.17 0.13 0.03
H -2.13209 0.71722 -1.52586 0.17 0.34 -0.12 0.03
H 0.94256 -0.22618 -4.12953 0.00 -0.12 -0.25 0.04
C -0.83526 -2.69734 -2.97285 -2.70 0.05 -3.58 -0.39
O -1.57557 -3.33637 -3.55508 0.90 0.23 1.07 0.07
Cl -0.19632 3.39476 0.99990 -0.11 0.32 0.52 -0.08
C -2.97489 -1.21081 4.53024 -0.28 -0.58 0.04 -0.07
C -1.75654 -0.37882 4.29424 0.55 0.46 -0.23 -0.16
O -0.63680 -1.25560 3.70434 0.01 0.36 -0.14 -0.30
P 0.13885 -1.30028 2.36031 -1.19 -0.48 1.03 0.26
O 1.31983 -2.26920 2.54395 -0.17 0.82 -0.33 -0.31
C 1.48883 -3.64653 2.98807 0.27 -0.95 0.53 -0.19
C 0.83404 -3.92877 4.32643 -0.34 0.29 -0.36 -0.05
O 0.86488 0.09934 2.15025 0.98 -0.97 1.25 -0.43
C 2.17181 0.24359 3.38799 -1.37 -0.34 -0.76 0.02
C 2.94484 1.47730 3.08800 -0.26 0.57 0.05 -0.11
H -3.50112 -1.44244 3.60108 0.06 0.00 0.11 0.07
H -3.66876 -0.66417 5.17970 0.18 0.04 -0.16 0.11
H -2.73370 -2.15241 5.04953 0.01 0.38 -0.19 0.10
H -1.92298 0.47419 3.59879 0.20 -0.60 0.47 0.13
H -1.31358 -0.03207 5.24254 -0.11 -0.10 -0.56 0.13
H 1.08393 -4.26341 2.19700 0.03 -0.20 -0.18 0.10
H 2.57741 -3.79950 3.04451 -0.43 0.30 -0.22 0.14
H -0.23142 -4.11968 4.19045 0.00 0.13 0.17 0.09
H 1.26782 -4.82039 4.75695 0.18 -0.25 0.02 0.10
H 0.97854 -3.11124 5.03379 0.02 -0.05 -0.03 0.09
H 2.69436 -0.68233 3.19877 0.05 -0.03 0.04 0.11
H 1.55057 0.22345 4.28748 0.24 0.21 -0.25 0.14
H 2.32692 2.40809 3.09419 0.39 -0.43 0.33 0.09
H 3.67261 1.58844 3.90455 -0.08 0.02 -0.13 0.14
H 3.53884 1.39073 2.16060 0.21 -0.08 0.47 0.08

43
Properties=species:S:1:pos:R:3:forces:R:3:lowdin_charge:R:1 method="wB97M-V/def2-TZVPD" lumo_ev=-3.124 charge=+1 orbital_gap_ha=0.300
N -3.39351 -0.15133 -0.22204 1.53 0.20 -5.83 0.05
C -3.11329 -0.07242 -1.59005 -0.22 -0.25 5.06 -0.18
C -4.22310 0.56990 -2.61117 -0.88 -1.07 1.16 -0.24
N -3.65631 1.41274 -3.73109 0.36 -0.01 1.61 -0.45
P -2.60568 0.49211 -4.83762 1.62 0.65 -2.10 0.32
S -0.93581 1.36765 -5.31591 -0.66 -0.44 0.31 0.19
S -2.92746 2.89722 -3.17080 5.40 5.49 -0.45 0.82
O -2.72536 3.97279 -4.29994 -1.85 -5.21 4.63 -0.33
O -1.63912 2.69857 -2.30960 -5.72 -0.05 -2.78 -0.37
F -4.09223 3.61798 -2.08265 1.86 -2.28 -2.30 -0.23
H -2.57321 -0.58931 0.28254 -0.98 0.49 -0.98 0.02
H -2.04038 -0.47339 -1.89796 -2.44 1.04 -0.11 0.11
H -4.81158 -0.32896 -3.12972 1.27 1.99 1.10 0.15
H -5.01062 1.22135 -2.01492 1.79 -1.53 -1.08 0.15
H -2.29962 -0.83488 -4.34155 -1.06 0.87 0.23 0.00
H -3.38103 0.27647 -6.06720 0.03 0.05 1.58 0.01
C 0.46767 1.40329 0.21390 0.06 0.36 -0.24 -0.09
C 1.07008 0.05699 -0.17414 -0.35 0.18 0.02 -0.22
C 0.89532 -0.98143 0.93749 0.59 -0.16 -0.10 -0.11
N 2.19038 -1.29218 1.72831 0.07 -0.53 0.10 -0.24
C 3.12449 -2.14913 0.88358 -0.43 0.37 0.24 0.03
C 2.91826 -0.04340 2.24312 -0.23 0.01 -0.19 -0.09
C 2.21139 0.27048 3.54167 -0.03 0.32 0.04 -0.15
C 2.08585 -1.09711 4.17746 0.05 -0.22 0.64 -0.15
C 1.80517 -2.05778 3.02800 0.04 -0.04 -0.25 -0.08
H 0.84239 1.76350 1.17438 0.02 0.01 -0.01 0.07
H 0.70642 2.15934 -0.54518 -0.18 -0.17 0.21 0.09
H -0.62196 1.33250 0.28207 0.11 0.06 -0.01 0.07
H 2.11434 0.18563 -0.47245 -0.05 -0.19 0.06 0.11
H 0.53882 -0.29332 -1.06743 0.23 -0.07 0.12 0.11
H 0.56971 -1.93774 0.51070 0.20 0.05 0.33 0.13
H 0.13592 -0.66113 1.66048 0.30 0.00 -0.08 0.13
H 3.42197 -1.58106 -0.00178 -0.08 -0.14 0.17 0.11
H 2.59148 -3.06179 0.59861 0.12 0.24 0.03 0.11
H 4.00534 -2.40193 1.48273 -0.24 0.11 -0.13 0.11
H 3.96312 -0.31995 2.42886 -0.26 -0.07 -0.11 0.14
H 2.89268 0.76072 1.50726 -0.05 -0.26 -0.06 0.13
H 1.22265 0.70383 3.35985 0.14 0.05 -0.03 0.12
H 2.77910 0.96898 4.16345 -0.10 -0.09 -0.19 0.14
H 1.30249 -1.12787 4.94026 0.14 -0.09 -0.15 0.13
H 3.02955 -1.37124 4.66392 -0.19 0.07 -0.06 0.13
H 0.74950 -2.34150 2.96971 0.29 0.06 -0.19 0.13
H 2.41618 -2.96318 3.10486 -0.20 0.21 -0.23 0.13

36
Properties=species:S:1:pos:R:3:forces:R:3:lowdin_charge:R:1 method="wB97M-V/def2-TZVPD" lumo_ev="-5.680 / -4.916" charge=+1 orbital_gap_ha="0.282 / 0.294"
C -1.97477 -2.03649 -2.15572 -2.43 -2.21 -0.19 -0.15
C 1.86830 0.35010 -1.92168 0.38 1.55 -1.40 -0.13
C -1.21680 1.88766 -2.29194 -0.93 1.11 -2.11 -0.17
C 1.73428 0.95655 1.79517 -0.67 -2.13 -0.79 -0.03
C -0.35550 0.62207 3.23099 -0.17 -1.98 -3.02 0.01
C 1.63496 -1.05566 3.45628 2.92 2.76 -2.75 0.04
C -1.65294 -1.66744 -0.73674 0.94 1.16 -0.12 -0.35
C 0.63939 -0.48722 -2.15029 -1.25 2.65 1.47 -0.37
C -1.23964 1.44902 -0.85220 0.35 0.19 2.54 -0.36
C 0.87526 -0.12941 2.48009 -2.32 2.34 0.73 -0.68
O 0.51519 -1.04582 1.54994 -1.05 -0.20 -1.87 -0.06
P -0.47124 -0.25397 -0.74939 -1.15 -0.20 1.69 1.20
H -1.10766 -2.06004 -2.77213 0.39 -0.65 -0.61 0.04
H -2.50878 -3.07242 -2.04657 1.25 1.63 -0.74 0.13
H -2.73971 -1.41572 -2.66600 0.52 0.03 0.56 0.09
H 2.35239 0.49658 -2.92085 0.10 -0.26 1.08 0.11
H 1.72963 1.39685 -1.50277 -0.19 -1.35 -0.40 0.10
H 2.43720 -0.23400 -1.23528 1.09 0.03 0.34 0.07
H -1.77519 1.02885 -2.79255 0.88 1.38 -0.22 0.08
H -1.88343 2.79735 -2.42273 0.67 -1.07 0.26 0.10
H -0.24452 2.21061 -2.86211 -1.58 -1.16 1.50 0.12
H 1.14276 1.25796 0.94323 -0.25 0.54 -0.22 0.03
H 2.06371 1.79459 2.33107 0.31 0.99 1.08 0.08
H 2.55208 0.41935 1.36034 0.92 -0.09 -0.17 0.08
H 0.16885 1.25571 3.86424 0.18 1.29 1.68 0.06
H -1.09026 -0.06404 3.65498 0.59 -0.13 0.62 0.08
H -1.00571 1.18549 2.51767 0.94 0.01 0.21 0.08
H 1.84941 -1.92151 2.84011 1.11 -0.20 0.53 0.10
H 2.45968 -0.34177 3.78665 -0.31 -1.71 -0.45 0.13
H 1.12679 -1.30537 4.27290 -2.52 -1.08 3.15 0.04
H -1.15572 -2.45554 -0.17252 -0.05 -0.07 -0.05 0.09
H -2.56313 -1.38913 -0.26359 -0.56 0.31 0.92 0.08
H 0.81427 -1.49497 -2.12955 0.82 -2.63 -0.36 0.07
H 0.00899 -0.22547 -2.97993 0.02 0.13 -0.72 0.08
H -2.28938 1.50043 -0.40415 1.18 -0.71 -0.86 0.12
H -0.69874 2.04684 -0.05498 -0.15 -0.27 -1.30 0.09

Result set for E: -25820.18742 -104762.20278 -92556.50007 -97764.58853 -52990.34246 -22084.67471 eV, one per record in the order listed.